{"formula": "C20H25IN5O3PSSeW", "method": "wB97M-V/def2-TZVPD", "energy_ev": -130101.7065, "fmax_ev_per_a": 0.58, "orbital_gap_ev": 5.85, "de_lowest_kcal_mol": 3.04, "homo_energy_ev": -19.1, "charge": 4, "elements": ["W", "N", "C", "C", "C", "C", "C", "C", "N", "C", "C", "C", "S", "C", "N", "H", "H", "H", "H", "H", "H", "H", "N", "C", "P", "O", "O", "C", "N", "H", "H", "H", "H", "H", "H", "H", "H", "H", "H", "C", "C", "O", "C", "C", "C", "C", "C", "C", "H", "H", "H", "H", "H", "H", "H", "H", "I", "Se"], "positions_angstrom": [[0.5845, -0.7266, -0.2659], [1.7562, -4.3561, 1.4394], [1.9447, -3.6612, 2.6344], [2.3153, -4.1184, 3.8914], [2.4778, -3.1572, 4.8671], [2.2926, -1.7959, 4.5825], [1.9168, -1.3523, 3.3283], [1.7254, -2.3142, 2.3404], [1.3893, -2.2293, 0.9711], [1.4453, -3.4843, 0.4973], [1.2522, -3.6571, -0.9231], [1.4508, -4.6890, -1.7792], [1.2539, -4.1523, -3.3881], [0.9245, -2.5928, -2.8512], [0.9305, -2.4611, -1.5368], [1.8704, -5.3538, 1.3146], [2.4798, -5.1684, 4.0941], [2.7745, -3.4550, 5.8633], [2.4741, -1.0755, 5.3688], [1.8364, -0.2979, 3.1139], [1.7223, -5.7118, -1.5633], [0.7384, -1.7752, -3.5311], [-2.7180, 0.8917, 3.1200], [-1.2648, 0.8709, 3.4896], [-0.2976, 1.6277, 2.1097], [-1.1851, 2.5568, 1.3819], [0.4167, 0.4907, 1.3459], [1.0508, 2.6304, 2.8998], [0.8565, 4.0863, 2.5558], [-2.9143, 0.1500, 2.4299], [-2.9676, 1.7871, 2.6814], [-3.3188, 0.7384, 3.9361], [-0.9702, -0.1569, 3.6968], [-1.1464, 1.4647, 4.3963], [2.0370, 2.3269, 2.5525], [1.0349, 2.5411, 3.9859], [1.2218, 4.3100, 1.6259], [1.3352, 4.6996, 3.2247], [-0.1405, 4.3335, 2.5306], [-2.1752, -1.4197, -2.8423], [-1.5962, -0.1038, -2.4603], [-0.5070, -0.0942, -1.7184], [-2.0959, 1.1236, -2.9152], [-3.2482, 1.1425, -3.7498], [-3.7013, 2.3274, -4.2739], [-3.0206, 3.5111, -3.9839], [-1.8881, 3.5192, -3.1589], [-1.4282, 2.3454, -2.6248], [-1.7136, -2.2371, -2.3013], [-2.0692, -1.5758, -3.9198], [-3.2440, -1.4304, -2.6248], [-3.7749, 0.2281, -3.9850], [-4.5732, 2.3449, -4.9130], [-3.3729, 4.4427, -4.4098], [-1.3786, 4.4519, -2.9620], [-0.5461, 2.3407, -1.9994], [-1.8860, -1.6425, 0.7387], [2.4503, 0.3103, -0.9146]], "forces_ev_per_angstrom": [[0.33, 0.47, 0.08], [-0.01, 0.00, 0.02], [-0.01, -0.02, -0.02], [0.00, 0.01, 0.01], [-0.01, -0.01, -0.01], [0.00, 0.00, 0.01], [0.02, 0.03, 0.01], [-0.01, 0.01, 0.00], [0.05, -0.01, 0.02], [0.02, 0.01, -0.01], [-0.01, 0.01, 0.03], [-0.02, 0.00, -0.01], [0.04, -0.01, 0.00], [-0.07, -0.01, 0.02], [-0.08, -0.07, 0.03], [0.00, 0.00, 0.00], [0.00, 0.00, 0.00], [0.00, 0.00, 0.00], [0.00, 0.00, 0.00], [0.01, -0.02, 0.00], [-0.01, 0.00, 0.00], [-0.01, 0.01, -0.01], [0.00, 0.02, 0.01], [-0.03, -0.01, -0.02], [-0.07, -0.09, 0.17], [0.02, 0.00, -0.01], [-0.01, -0.05, -0.44], [0.00, 0.02, -0.01], [0.00, -0.01, -0.01], [0.01, -0.01, -0.01], [-0.01, 0.00, -0.01], [0.00, 0.01, 0.00], [0.02, -0.01, -0.01], [0.00, -0.01, 0.00], [0.00, -0.01, 0.00], [0.00, 0.00, 0.00], [0.00, -0.01, 0.02], [-0.01, 0.00, 0.01], [-0.01, 0.00, -0.01], [-0.01, 0.01, 0.01], [0.07, 0.00, -0.15], [-0.02, 0.04, 0.20], [0.00, 0.00, 0.00], [-0.02, 0.01, 0.02], [0.01, 0.01, 0.00], [-0.01, -0.01, -0.01], [0.02, 0.00, 0.01], [-0.02, 0.01, 0.01], [0.03, -0.02, 0.01], [0.00, 0.01, 0.01], [-0.01, -0.01, 0.00], [0.00, 0.00, 0.00], [0.00, 0.00, 0.00], [0.00, 0.00, 0.00], [0.00, 0.00, 0.00], [0.00, 0.00, 0.00], [-0.15, -0.16, 0.04], [-0.04, -0.16, 0.01]]}